Entry from OMol25: a structure of composition C21H36FeN2O2 (the ωB97M-V functional and the def2-TZVPD basis).

Geometry as XYZ:
```
62
Properties=species:S:1:pos:R:3:forces:R:3
Fe -0.162 0.175 -0.222 -0.175 -0.142 0.210
C -0.614 2.347 0.425 0.061 -0.069 0.232
C -1.779 1.599 0.732 -0.007 0.052 -0.039
C -2.315 1.154 -0.547 0.048 -0.067 -0.107
C -1.415 1.615 -1.552 -0.193 -0.017 -0.101
C -0.396 2.399 -0.975 0.022 0.038 0.037
C 0.565 3.311 -1.702 0.040 -0.011 -0.060
C 0.967 2.731 -3.061 0.013 -0.015 0.039
C 1.812 3.614 -0.869 0.019 -0.038 -0.021
C -0.195 4.631 -1.933 -0.012 -0.015 0.001
C -3.662 0.546 -0.937 -0.054 -0.071 -0.059
C -4.674 1.706 -1.038 0.008 0.018 -0.024
C -4.203 -0.505 0.037 -0.089 -0.033 -0.011
C -3.616 -0.083 -2.344 0.091 0.010 0.044
C -2.308 1.459 2.164 0.034 0.060 0.099
C -1.412 2.247 3.136 -0.011 -0.066 -0.106
C -2.334 0.012 2.675 0.018 -0.142 0.033
C -3.718 2.060 2.268 -0.059 0.049 0.001
H 0.020 2.826 1.151 -0.012 -0.004 0.077
H -1.541 1.465 -2.611 -0.059 -0.018 -0.045
H 1.457 1.760 -2.956 -0.003 0.018 -0.034
H 1.665 3.403 -3.560 -0.006 0.015 0.002
H 0.105 2.610 -3.718 -0.011 -0.005 -0.006
H 2.418 2.723 -0.692 -0.039 0.054 0.016
H 1.557 4.051 0.096 -0.004 0.007 0.014
H 2.434 4.337 -1.397 0.012 0.000 -0.010
H -1.102 4.464 -2.515 -0.004 0.002 0.003
H 0.437 5.333 -2.478 0.012 -0.002 0.000
H -0.475 5.089 -0.983 -0.013 0.004 0.001
H -4.821 2.216 -0.091 0.010 0.008 0.009
H -5.638 1.318 -1.370 -0.005 -0.008 -0.001
H -4.334 2.440 -1.770 0.000 0.015 -0.003
H -4.431 -0.085 1.014 0.003 -0.232 -0.271
H -3.510 -1.337 0.192 0.002 -0.013 -0.084
H -5.127 -0.923 -0.362 -0.020 0.008 -0.038
H -3.482 0.670 -3.119 0.022 0.017 -0.012
H -4.565 -0.580 -2.541 -0.012 0.010 0.000
H -2.827 -0.828 -2.472 -0.075 0.049 -0.002
H -0.386 1.877 3.130 0.000 -0.005 -0.012
H -1.797 2.123 4.148 -0.012 -0.009 -0.006
H -1.410 3.315 2.913 0.005 0.019 -0.023
H -1.322 -0.356 2.834 -0.040 0.027 0.020
H -2.853 -0.672 2.004 0.162 0.089 0.170
H -2.854 -0.012 3.633 -0.016 -0.003 0.019
H -3.754 3.062 1.836 -0.012 0.014 0.005
H -3.994 2.137 3.320 0.019 0.010 0.019
H -4.474 1.443 1.784 0.078 0.269 0.137
N -0.782 -1.689 -1.200 0.158 0.163 0.193
C -0.192 -2.912 -0.578 0.040 0.056 0.028
C -0.292 -2.903 0.947 -0.028 0.006 0.078
C 0.696 -1.933 1.595 -0.071 -0.118 -0.482
O 1.659 -2.310 2.201 0.123 -0.020 0.179
O 0.429 -0.653 1.361 -0.090 0.220 -0.297
H -1.796 -1.738 -1.141 0.024 -0.005 0.109
H -0.578 -1.685 -2.196 0.017 0.020 0.001
H 0.853 -2.967 -0.883 0.003 -0.007 -0.005
H -0.698 -3.791 -0.978 0.024 -0.021 0.032
H -0.067 -3.903 1.311 0.002 0.006 0.015
H -1.310 -2.649 1.255 -0.022 -0.004 -0.006
N 3.063 -0.005 -0.949 -0.026 0.043 -0.077
C 1.935 0.216 -0.949 0.076 -0.218 0.120
H 4.049 -0.182 -0.916 0.032 0.000 0.000
```
Forces are in eV/Å.

Results
LUMO level (alpha / beta) (eV): -2.56 / -4.43
Largest force on an atom (eV/Å): 0.5
Frontier orbital gap (alpha / beta) (eV): 8.82 / 8.04
<S²>: 8.767
Total charge: +1
Multiplicity: 6



Entry from OMol25: a cluster of 13 separate species, C21H72O14P in total (the ωB97M-V functional and the def2-TZVPD basis).

Geometry as XYZ:
```
108
Properties=species:S:1:pos:R:3:forces:R:3
C 3.193 -3.771 0.047 0.188 0.617 -0.492
C 3.843 -2.476 -0.428 -0.447 -0.160 -0.015
O 2.879 -1.445 -0.360 0.218 0.093 0.107
C 3.401 -0.192 0.044 -0.313 0.120 -0.160
C 2.278 0.755 0.412 -0.112 -0.534 -0.087
C 1.262 0.122 1.353 -0.190 0.659 0.718
C -0.168 0.649 1.214 0.263 -0.217 -0.405
C -0.966 -0.016 0.099 -0.104 0.411 0.795
P -2.827 -0.113 0.649 0.029 0.020 -0.264
C -3.161 -1.546 -0.600 -0.142 0.094 0.348
O -2.465 -2.779 -0.388 -0.163 -0.179 -0.477
C -3.047 -3.579 0.610 0.388 0.160 0.198
H 2.459 -3.482 0.787 -0.189 -0.242 0.228
H 2.703 -4.233 -0.800 -0.311 -0.316 0.037
H 3.921 -4.446 0.474 0.090 -0.279 0.094
H 4.163 -2.569 -1.466 0.384 -0.034 -0.108
H 4.704 -2.257 0.202 0.187 0.269 0.064
H 3.993 0.253 -0.761 0.276 -0.015 -0.016
H 4.028 -0.327 0.928 0.266 -0.142 0.090
H 1.786 1.144 -0.472 -0.143 -0.040 -0.254
H 2.758 1.601 0.891 -0.024 0.344 0.033
H 1.580 0.346 2.375 0.196 -0.123 0.185
H 1.227 -0.958 1.275 0.137 -0.183 -0.220
H -0.667 0.465 2.165 -0.267 -0.015 0.182
H -0.160 1.727 1.064 0.044 0.288 0.149
H -0.898 0.557 -0.824 0.033 -0.088 -0.307
H -0.552 -1.015 -0.012 -0.228 -0.323 -0.383
H -3.253 0.839 -0.413 -0.163 -0.058 -0.156
H -4.224 -0.219 1.148 -0.050 0.053 -0.007
H -2.379 -1.050 1.718 0.067 -0.126 0.117
H -2.643 1.030 1.553 0.091 -0.011 0.132
H -2.934 -1.170 -1.598 0.391 -0.119 -0.158
H -4.240 -1.743 -0.586 -0.214 -0.029 0.057
H -2.553 -3.369 1.557 -0.196 -0.027 0.344
H -2.903 -4.639 0.391 0.149 -0.071 -0.284
H -4.116 -3.408 0.725 -0.153 0.144 0.004
C 3.540 -4.625 3.620 -0.196 -0.312 0.110
O 3.619 -5.834 2.861 0.146 -0.069 -0.030
H 3.824 -3.804 2.968 0.023 -0.005 -0.057
H 2.522 -4.456 3.977 0.191 0.113 0.009
H 4.230 -4.663 4.469 0.016 0.123 0.015
H 3.363 -6.558 3.439 -0.020 0.082 -0.092
C 5.189 3.252 -0.938 -0.375 0.115 -0.225
O 3.877 2.834 -1.309 0.321 0.029 0.007
H 5.648 2.448 -0.367 -0.042 -0.033 0.016
H 5.797 3.449 -1.827 0.103 -0.011 0.069
H 5.152 4.145 -0.317 0.160 0.005 0.056
H 3.466 3.543 -1.815 -0.109 -0.203 -0.010
C 2.025 1.627 -4.519 0.050 -0.124 0.337
O 1.837 1.994 -3.162 -0.028 0.100 -0.249
H 1.557 2.388 -5.141 -0.019 0.015 0.004
H 3.092 1.576 -4.763 -0.030 -0.024 -0.128
H 1.555 0.663 -4.729 0.025 0.012 -0.129
H 2.256 1.322 -2.611 -0.051 0.155 0.110
C -5.340 -6.192 1.998 -0.199 0.162 0.224
O -5.196 -4.989 2.748 -0.081 -0.068 0.062
H -4.554 -6.209 1.247 0.013 0.044 -0.010
H -5.235 -7.061 2.648 0.016 -0.106 -0.105
H -6.313 -6.222 1.496 0.050 -0.045 -0.089
H -5.897 -4.977 3.411 0.081 0.038 0.009
C -3.223 -9.357 4.584 0.101 0.262 -0.054
O -3.622 -8.104 4.046 0.112 -0.162 0.136
H -4.074 -10.030 4.518 -0.032 0.014 -0.015
H -2.391 -9.782 4.016 -0.007 -0.085 0.044
H -2.931 -9.260 5.634 0.003 -0.097 0.014
H -2.871 -7.503 4.101 -0.148 0.036 -0.078
C 0.103 -3.010 3.160 -0.097 0.078 0.236
O 0.843 -3.142 4.385 -0.153 -0.030 0.047
H 0.802 -3.106 2.334 0.059 -0.005 0.039
H -0.650 -3.797 3.081 -0.024 0.032 -0.090
H -0.381 -2.034 3.102 -0.047 -0.037 -0.149
H 0.214 -3.049 5.107 0.065 0.062 -0.070
C -5.844 -3.545 5.995 -0.133 0.139 -0.245
O -7.095 -4.049 5.524 0.036 -0.025 -0.024
H -5.338 -4.349 6.523 -0.049 -0.058 -0.011
H -5.226 -3.224 5.154 0.123 0.023 0.096
H -5.994 -2.707 6.679 0.069 -0.011 0.026
H -7.535 -3.334 5.052 0.040 -0.084 0.014
C 0.046 5.126 -6.466 0.242 -0.132 0.503
O -0.135 5.484 -5.097 0.087 0.073 -0.102
H -0.421 5.893 -7.075 -0.052 0.026 0.005
H 1.113 5.075 -6.710 -0.037 -0.004 -0.113
H -0.429 4.170 -6.679 -0.021 0.003 -0.155
H 0.270 4.801 -4.551 -0.118 0.043 -0.006
C -3.231 5.676 -8.314 0.060 -0.280 -0.219
O -2.414 4.506 -8.252 -0.040 0.044 -0.143
H -3.161 6.179 -7.353 0.043 -0.038 0.032
H -2.872 6.350 -9.099 -0.057 0.100 0.061
H -4.272 5.411 -8.505 -0.012 0.138 0.058
H -2.480 4.058 -9.101 -0.023 -0.002 0.124
C 5.211 5.938 2.250 0.178 -0.044 0.022
O 6.196 5.132 1.612 0.079 0.091 0.033
H 4.231 5.612 1.911 0.041 -0.082 -0.071
H 5.273 5.826 3.333 -0.112 0.101 0.022
H 5.346 6.991 1.987 -0.092 0.037 0.072
H 7.056 5.436 1.925 -0.091 -0.031 0.031
C 8.018 6.211 5.441 -0.009 0.198 -0.089
O 7.563 6.891 4.274 0.094 -0.007 0.027
H 7.776 5.159 5.323 -0.025 -0.008 -0.037
H 9.100 6.315 5.558 0.002 -0.062 0.057
H 7.518 6.592 6.335 0.024 -0.065 0.045
H 7.775 7.825 4.374 -0.054 -0.089 -0.061
C -7.368 5.749 -9.775 -0.041 -0.001 0.261
O -6.643 5.570 -8.564 -0.172 0.054 -0.092
H -6.670 5.618 -10.599 0.037 -0.008 0.010
H -8.167 5.010 -9.867 -0.009 0.014 -0.093
H -7.797 6.753 -9.832 -0.014 -0.007 -0.093
H -7.261 5.686 -7.834 0.140 -0.051 -0.006
```
Forces are in eV/Å.

Results
LUMO level (eV): 1.72
Largest force on an atom (eV/Å): 1.0
Frontier orbital gap (eV): 4.53
Total charge: -1



Entry from OMol25: an isolated molecule of C20H20ClN3O3S (the ωB97M-V functional and the def2-TZVPD basis).

Geometry as XYZ:
```
48
Properties=species:S:1:pos:R:3:forces:R:3
O -0.873 -3.021 0.834 -0.055 -0.038 0.315
C -0.782 -2.814 -0.354 -0.119 -0.272 -0.549
C -1.988 -2.879 -1.288 -0.040 -0.021 0.235
C -2.643 -1.486 -1.344 0.093 0.039 -0.190
S -1.462 -0.202 -1.835 -0.202 0.361 -0.008
C -1.198 0.260 -0.116 0.477 -0.179 -0.956
N -0.246 0.890 0.402 -0.509 -0.074 0.696
C 0.857 1.441 -0.215 0.368 0.170 -0.275
C 1.996 1.589 0.578 -0.066 0.038 -0.156
C 3.144 2.142 0.048 0.033 0.057 0.020
C 3.169 2.565 -1.272 0.082 0.055 -0.082
C 2.033 2.444 -2.055 0.113 0.045 -0.121
C 0.879 1.890 -1.535 -0.093 -0.088 0.121
N -2.226 -0.243 0.638 -0.267 -0.046 0.493
C -2.406 0.169 2.015 -0.254 0.039 0.412
C -3.373 1.348 2.120 0.332 0.099 -0.384
C -2.881 2.582 1.367 -0.091 0.185 0.562
O -3.022 2.358 -0.023 -0.123 0.005 -0.400
C -3.101 -1.108 0.058 -0.066 -0.001 -0.382
O -4.073 -1.571 0.596 -0.180 -0.089 0.089
N 0.359 -2.438 -0.997 0.241 -0.293 -0.365
C 1.574 -2.023 -0.443 0.257 0.073 0.230
C 1.868 -2.140 0.912 -0.182 -0.068 0.051
C 3.082 -1.689 1.395 0.212 0.118 -0.180
C 4.004 -1.125 0.529 -0.231 -0.165 -0.072
Cl 5.518 -0.558 1.137 0.265 0.123 0.112
C 3.723 -1.004 -0.823 0.032 -0.075 0.103
C 2.510 -1.451 -1.303 -0.064 -0.056 0.106
H -1.704 -3.200 -2.291 -0.024 0.004 0.009
H -2.716 -3.578 -0.872 0.105 -0.005 -0.033
H -3.484 -1.488 -2.039 0.014 0.027 0.197
H 1.963 1.248 1.601 -0.044 -0.024 0.109
H 4.024 2.245 0.665 0.093 -0.016 0.057
H 4.068 2.998 -1.685 0.075 0.046 -0.034
H 2.044 2.787 -3.079 0.006 0.040 -0.081
H -0.011 1.822 -2.143 -0.029 0.083 -0.060
H -2.810 -0.691 2.555 0.128 0.068 -0.037
H -1.422 0.433 2.405 -0.109 -0.094 -0.004
H -3.501 1.600 3.172 -0.040 0.012 0.045
H -4.340 1.054 1.709 -0.081 0.018 0.092
H -3.481 3.453 1.667 0.101 -0.092 0.008
H -1.828 2.776 1.616 -0.107 0.011 0.027
H -2.712 3.134 -0.500 -0.008 -0.036 0.046
H 0.286 -2.263 -1.990 -0.116 -0.044 0.310
H 1.146 -2.576 1.580 -0.008 -0.015 0.007
H 3.312 -1.777 2.445 0.040 -0.002 0.094
H 4.443 -0.557 -1.490 0.071 0.057 -0.043
H 2.281 -1.345 -2.353 -0.030 0.022 -0.133
```
Forces are in eV/Å.

Results
LUMO level (eV): 0.24
Largest force on an atom (eV/Å): 1.1
Frontier orbital gap (eV): 8.61
Structure (SMILES): O=C(C[C@@H]1S/C(=N\c2ccccc2)N(CCCO)C1=O)Nc1ccc(Cl)cc1
Total charge: 0



Entry from OMol25: the ion C11H19IN with charge +1 (the ωB97M-V functional and the def2-TZVPD basis).

Geometry as XYZ:
```
32
Properties=species:S:1:pos:R:3:forces:R:3
C -1.858 3.018 0.342 0.497 1.639 1.219
C -2.101 1.811 0.843 -0.270 -1.205 -3.535
C -2.054 0.710 -0.208 2.569 -1.351 0.277
I -3.747 -0.641 -0.048 0.620 0.373 -0.123
C -0.544 -0.201 -0.012 -3.261 1.376 -3.147
C -0.467 -0.776 1.355 0.370 -0.773 2.499
C 0.640 -1.799 1.565 -1.803 -3.337 1.037
C 1.922 -1.235 1.102 -0.235 -1.701 -0.475
C 1.764 -0.604 -0.209 -1.725 1.577 -2.498
C 1.098 -1.484 -1.321 -0.130 2.009 -0.709
C -0.434 -1.125 -1.268 0.551 -3.147 3.127
N 0.743 0.613 -0.227 -0.684 -1.807 0.844
C 0.966 1.466 -1.414 -2.186 -0.212 -0.222
H -1.626 3.862 1.009 -0.646 -0.251 -0.215
H -1.832 3.311 -0.728 0.196 -0.835 0.705
H -2.453 1.394 1.760 0.475 0.741 1.157
H -1.958 1.021 -1.266 -0.472 0.199 0.724
H -1.308 -1.422 1.726 -0.161 1.681 -0.749
H -0.235 0.084 2.063 -0.784 -0.830 -0.537
H 0.258 -2.758 1.036 1.072 1.397 0.403
H 0.647 -2.187 2.675 0.177 1.125 -1.970
H 2.144 -0.558 1.860 1.345 1.461 1.111
H 2.696 -1.980 0.937 0.307 -0.049 0.492
H 2.638 -0.132 -0.531 1.668 0.436 -0.512
H 1.341 -2.457 -1.098 0.101 -2.499 0.679
H 1.494 -1.382 -2.373 -0.178 0.495 1.220
H -0.639 -0.671 -2.202 -1.095 0.505 -0.591
H -1.068 -2.080 -1.011 1.041 1.890 -1.093
H 0.826 1.221 0.557 0.393 0.474 1.066
H 0.863 0.865 -2.349 -0.200 0.895 0.783
H 0.325 2.383 -1.287 0.508 -1.129 -0.678
H 1.959 1.733 -1.277 1.940 0.852 -0.284
```
Forces are in eV/Å.

Results
LUMO level (eV): -2.55
Largest force on an atom (eV/Å): 4.7
Frontier orbital gap (eV): 10.05
Structure (SMILES): C=C[C@H](I)[C@@]12CCC[C@@H](CC1)[N@H+]2C
Total charge: +1



Entry from OMol25: a cluster of 2 separate species, C2H4ClN3 in total (the ωB97M-V functional and the def2-TZVPD basis).

Geometry as XYZ:
```
10
Properties=species:S:1:pos:R:3:forces:R:3
C -0.199 -2.136 1.407 -1.213 -1.052 0.660
C -0.087 1.614 -1.594 0.014 3.325 2.301
N 0.755 -1.310 1.183 0.351 0.411 0.775
N 1.583 -0.560 1.028 0.084 -0.158 -0.211
N -0.598 1.912 -0.479 0.334 -0.100 0.332
Cl -0.367 0.202 -2.318 -0.699 -3.218 -1.653
H -0.382 -2.677 2.371 0.829 0.903 -1.080
H -0.973 -2.140 0.662 -0.058 -0.056 -0.174
H 0.523 2.287 -2.160 0.609 0.324 -0.366
H -0.255 2.808 -0.099 -0.252 -0.379 -0.585
```
Forces are in eV/Å.

Results
LUMO level (eV): 0.92
Largest force on an atom (eV/Å): 4.0
Frontier orbital gap (eV): 9.36
Total charge: 0



Entry from OMol25: a structure of composition C4H10N2O2 (the ωB97M-V functional and the def2-TZVPD basis).

Geometry as XYZ:
```
18
Properties=species:S:1:pos:R:3:forces:R:3
C -1.006 0.034 -0.699 -0.262 2.135 0.862
C -0.914 0.945 0.321 -1.830 -1.461 -1.395
C 1.871 0.722 1.785 0.353 -0.592 -0.349
C -1.656 -1.307 -0.543 0.286 -0.338 0.272
N -0.588 0.402 -1.976 -0.704 -0.558 0.282
O 1.550 0.634 0.425 0.905 -1.648 -1.241
N 1.167 -0.997 -0.014 2.090 0.563 -1.087
O 1.708 -1.322 -0.993 -1.504 1.615 2.641
H -0.133 1.299 -2.066 0.155 -0.480 -0.229
H -0.426 -0.354 -2.626 0.185 0.570 -0.082
H -0.773 1.995 0.120 0.642 -0.005 0.022
H -1.271 0.684 1.304 -0.024 -0.097 0.119
H 2.854 0.259 1.940 0.002 0.256 0.379
H 1.151 0.209 2.437 -0.140 0.173 -0.054
H 1.910 1.794 2.020 -0.024 -0.291 0.106
H -2.737 -1.211 -0.436 0.051 -0.012 -0.232
H -1.286 -1.790 0.362 -0.083 0.031 0.091
H -1.421 -1.996 -1.358 -0.098 0.139 -0.105
```
Forces are in eV/Å.

Results
LUMO level (alpha / beta) (eV): -0.58 / -0.58
Largest force on an atom (eV/Å): 3.4
Frontier orbital gap (alpha / beta) (eV): 6.78 / 6.78
Total charge: 0